# 1
DFT (ωB97M-V/def2-TZVPD) results for a structure of composition C58H35N7O9SW at a distorted geometry.

Geometry as XYZ:
```
111
Properties=species:S:1:pos:R:3:mulliken_charge:R:1
W 0.37240 0.76603 0.16722 2.172
C 4.75518 -1.87969 5.89452 -0.479
C 4.40254 -0.55011 5.71122 -0.897
C 3.78627 -0.15442 4.53480 -0.119
C 3.52051 -1.09314 3.54142 -0.349
C 3.87952 -2.42641 3.72785 -0.211
C 4.49686 -2.81800 4.90562 -0.841
C 2.84802 -0.70562 2.27821 1.060
C 1.67919 -1.23609 1.86859 -0.320
C 0.67507 -1.70339 2.82405 -1.269
C -0.49823 -1.07317 2.74893 -1.194
C -0.88677 -0.29502 1.56179 0.071
C -1.87171 -0.77883 0.77511 0.870
C -2.95930 -1.67240 1.23597 0.932
C -3.70211 -1.23621 2.33876 -0.508
C -4.77636 -1.97862 2.79508 -0.981
C -5.12351 -3.16187 2.15576 -0.762
C -4.39179 -3.59766 1.06363 -1.220
C -3.31364 -2.85673 0.60089 0.240
C -0.62759 -0.54151 -1.65103 -0.784
N 0.19904 0.58526 -1.81470 -0.545
C -0.63357 1.39266 -2.67365 0.319
C -0.62283 2.80796 -2.55627 0.509
C -1.16316 3.69133 -3.63235 -0.622
C -0.33650 4.02046 -4.69884 0.122
C -0.80766 4.87389 -5.68804 -0.958
C -2.09065 5.39114 -5.60517 -0.453
C -2.91137 5.06292 -4.53394 -0.953
C -2.45109 4.21147 -3.54282 0.317
C -0.19573 3.42814 -1.39346 0.215
C -0.16114 4.83108 -1.24697 -1.315
C 0.72503 5.11603 -0.23578 -1.235
C 1.24313 3.88552 0.18762 -0.113
N 0.60525 2.81876 -0.39714 0.125
C 2.54527 3.76134 0.79060 1.435
C 3.09290 2.54168 0.92970 -0.173
C 4.45733 2.31843 1.34227 -1.110
C 4.55682 1.03635 1.73568 -1.336
C 3.25270 0.47365 1.59565 0.374
N 2.35298 1.31955 1.01119 0.098
C 3.31151 5.00648 1.04248 -0.301
C 2.93792 5.82428 2.10606 -0.033
C 3.63445 6.99721 2.34869 -0.874
C 4.69760 7.35572 1.52990 -0.421
C 5.06602 6.54165 0.46918 -0.932
C 4.37511 5.36462 0.22294 0.004
C -1.80682 0.97760 -3.28069 -1.398
C -2.93209 0.11166 -2.91481 -0.796
N 1.24295 -1.00426 0.52167 -0.781
H 5.23782 -2.18612 6.81205 0.425
H 4.60608 0.17626 6.48370 0.439
H 3.50461 0.88256 4.39721 0.534
H 3.68987 -3.14873 2.94529 0.531
H 4.78362 -3.84897 5.04637 0.440
H 0.95436 -2.32660 3.65853 0.800
H -1.23338 -1.18870 3.53481 0.678
H -3.45889 -0.29429 2.81333 0.519
H -5.34614 -1.63169 3.64519 0.497
H -5.95962 -3.74367 2.51592 0.474
H -4.65516 -4.52540 0.57426 0.590
H -2.74573 -3.22011 -0.23587 0.408
H 0.66398 3.61490 -4.75873 0.530
H -0.16899 5.13156 -6.52032 0.461
H -2.45350 6.05535 -6.37615 0.440
H -3.90838 5.47394 -4.47013 0.454
H -3.08037 3.96088 -2.69819 0.519
H -0.66833 5.52729 -1.88984 0.615
H 1.07254 6.08069 0.08277 0.635
H 5.21239 3.08553 1.36073 0.646
H 5.39905 0.51166 2.15079 0.726
H 2.11052 5.54539 2.74598 0.487
H 3.34961 7.62895 3.17759 0.439
H 5.23829 8.27138 1.72041 0.430
H 5.89004 6.82488 -0.16960 0.422
H 4.65458 4.73820 -0.61469 0.549
H -2.13109 1.68975 -4.03116 1.082
H -3.84940 0.46777 -3.36905 0.589
O -1.50283 1.21815 -0.26353 -0.928
C -1.84120 -0.11826 -0.59224 2.284
N -0.50089 -1.50216 -2.45609 -0.759
S -1.78345 -2.46054 -2.86698 1.514
O -1.80738 -3.63616 -2.05856 -0.567
O -1.74296 -2.55227 -4.28334 -0.787
C -3.12299 -1.35743 -2.48810 1.554
C -4.43541 -1.98119 -2.76758 -1.417
C -5.54384 -1.54771 -2.15995 -0.922
C -5.51345 -0.51128 -1.13841 -0.821
C -4.36155 0.04549 -0.75321 -1.403
C -3.09396 -0.29208 -1.43013 1.081
H -4.46243 -2.79688 -3.47470 0.567
H -6.48993 -2.01308 -2.39514 0.517
H -6.43598 -0.23485 -0.64964 0.506
H -4.31801 0.75466 0.06183 0.528
O 2.54292 -2.74036 -0.90046 -0.562
C 1.48798 -3.08521 -0.48954 0.110
O 0.58598 -2.18376 0.12022 1.185
C 0.88339 -4.43592 -0.49314 0.873
C -0.07679 -4.79245 0.44454 0.068
C -0.60072 -6.06614 0.38086 -0.329
C -0.23828 -6.98728 -0.58230 -0.709
C 0.73040 -6.58741 -1.48557 -0.420
C 1.31916 -5.33869 -1.46001 -0.765
N 1.14945 -7.54471 -2.53565 1.065
O 2.02330 -7.17982 -3.28446 -0.597
O 0.57867 -8.60629 -2.56362 -0.601
N -1.60946 -6.44418 1.39260 1.175
O -1.72726 -5.70578 2.34482 -0.610
O -2.22401 -7.46274 1.20207 -0.619
H -0.41779 -4.11292 1.21017 0.579
H -0.68154 -7.97235 -0.62916 0.653
H 2.07454 -5.07079 -2.18426 0.620
```

Values from the calculation:
Net charge = +2
Lowest unoccupied orbital energy = -8.199 eV
Multiplicity = 1
Gap between HOMO and LUMO = 4.85 eV
Energy above the lowest of the compared OMol25 structures with the same formula, charge and spin = 10.961 eV
Molecular weight = 1189.87 u


# 2
DFT (ωB97M-V/def2-TZVPD) results for a cluster of 2 separate species, C13H18BrFNO5 in total at a distorted geometry.

Geometry as XYZ:
```
39
Properties=species:S:1:pos:R:3:mulliken_charge:R:1
C 6.85076 -0.53527 -0.33027 -0.901
C 6.22297 0.84503 -0.01716 -0.367
O 4.80197 0.80738 0.06305 -0.401
C 4.18354 0.69911 -1.20309 -0.356
C 3.11022 1.79432 -1.36141 -0.486
O 1.90478 1.33596 -2.01634 -0.335
N 1.08088 0.66348 -1.16837 0.225
C 0.89614 -0.63908 -1.37644 -0.229
C 0.10381 -1.38397 -0.54836 -0.612
C -0.51748 -0.78135 0.53480 0.124
Br -1.58048 -1.74884 1.74981 -0.036
C -0.33691 0.58938 0.71135 0.312
F -0.88914 1.24607 1.71058 -0.248
C 0.46124 1.27041 -0.15431 0.000
H 6.97785 -1.08340 0.60974 0.276
H 7.86509 -0.40405 -0.72944 0.323
H 6.26768 -1.10279 -1.06302 0.286
H 6.58198 1.12766 0.97869 0.309
H 6.60525 1.59374 -0.72688 0.337
H 3.77770 -0.32172 -1.30393 0.245
H 4.93454 0.83310 -1.99413 0.412
H 2.94192 2.23242 -0.36782 0.278
H 3.49581 2.60758 -1.98245 0.367
H 1.39230 -1.12143 -2.21277 0.473
H -0.05185 -2.44444 -0.71750 0.450
H 0.61648 2.34098 -0.03710 0.529
C -5.62827 0.94839 1.38640 -1.293
C -6.37917 -0.33652 1.13828 0.462
C -5.69729 -1.57473 1.65816 0.019
O -6.23679 -2.59057 0.81010 -0.329
C -6.54639 -1.99140 -0.37523 0.619
O -6.84034 -2.57093 -1.36528 -0.503
O -6.46383 -0.63551 -0.26296 -0.373
H -6.07438 1.76589 0.82025 0.361
H -5.64344 1.20600 2.44549 0.389
H -4.58880 0.86508 1.06032 0.224
H -7.39955 -0.25242 1.52294 0.253
H -5.92491 -1.77924 2.70261 0.353
H -4.61210 -1.55696 1.51890 -0.158
```

Values from the calculation:
Net charge = +1
Lowest unoccupied orbital energy = -4.940 eV
Multiplicity = 1
Gap between HOMO and LUMO = 7.88 eV
Molecular weight = 367.19 u


# 3
DFT (ωB97M-V/def2-TZVPD) results for a structure of composition C52H51CrF3N2O6S3.

Geometry as XYZ:
```
118
Properties=species:S:1:pos:R:3:mulliken_charge:R:1
Cr -0.36886 0.27934 -0.54648 0.781
O 0.35145 -2.08736 -0.98122 0.027
S 1.57845 -2.72896 -1.54741 0.253
C 1.40593 -4.52240 -1.19105 -1.014
C -0.03796 -4.98621 -0.96100 0.229
C -0.23543 -5.17669 0.53898 -0.423
C -1.57582 -5.67467 1.05655 -1.074
S -2.96750 -4.47090 1.01675 -0.119
O -2.84362 -3.62597 -0.20147 -0.230
C -2.34358 -3.52288 2.41436 0.549
C -2.77133 -3.83173 3.69844 -0.442
C -2.19697 -3.16643 4.77236 -0.447
C -1.20862 -2.21437 4.54857 -0.558
C -0.81464 -1.89001 3.25583 -1.203
C -1.40563 -2.52494 2.17237 -0.573
C 1.24932 -2.90828 -3.30618 -0.179
C -0.01764 -2.63268 -3.78152 0.092
C -0.26273 -2.73512 -5.14603 -0.282
C 0.75409 -3.10248 -6.01376 -0.690
C 2.02957 -3.36311 -5.52167 -0.714
C 2.28159 -3.25887 -4.16567 -0.267
H 2.01342 -4.67796 -0.29721 0.512
H 1.90080 -5.04471 -2.01186 0.599
H -0.22274 -5.91691 -1.50656 0.468
H -0.74169 -4.23737 -1.32445 -0.400
H 0.00219 -4.23057 1.02860 -0.010
H 0.51493 -5.89020 0.90045 0.481
H -1.45152 -5.89492 2.11814 0.523
H -1.92794 -6.58385 0.56096 0.453
H -3.52990 -4.59081 3.85682 0.400
H -2.51943 -3.39241 5.78208 0.347
H -0.75533 -1.69958 5.38671 0.412
H -0.06450 -1.12930 3.07165 0.590
H -1.15318 -2.23088 1.16139 0.896
H -0.77191 -2.30808 -3.07709 -0.004
H -1.24623 -2.50741 -5.53883 0.247
H 0.56256 -3.15971 -7.07832 0.372
H 2.83366 -3.61497 -6.20179 0.375
H 3.28158 -3.40344 -3.77547 0.468
N -0.73501 2.52867 -0.83614 -0.105
S -0.22253 3.56901 0.20928 0.843
C 0.84736 4.75046 -0.64888 0.334
C 1.34291 4.40346 -1.89553 -0.304
C 2.20156 5.27974 -2.55212 -0.504
C 2.56875 6.47600 -1.95786 -0.422
C 2.08908 6.80060 -0.69326 -0.632
C 1.23032 5.93820 -0.03509 -0.615
C -1.49981 4.78809 0.59626 0.018
C -1.78644 5.03701 1.92866 -0.026
C -2.78340 5.95003 2.24785 -0.669
C -3.49293 6.59048 1.24208 -0.402
C -3.20411 6.32877 -0.09285 -0.727
C -2.20288 5.42673 -0.41497 -0.426
H -1.15723 2.92360 -1.67312 0.089
H 1.07314 3.44439 -2.32231 0.160
H 2.59166 5.00803 -3.52342 0.442
H 3.24338 7.15200 -2.46971 0.354
H 2.39008 7.72553 -0.21615 0.367
H 0.85864 6.18544 0.95172 0.394
H -1.25664 4.49144 2.69676 0.461
H -3.01782 6.14210 3.28768 0.399
H -4.28209 7.28866 1.49630 0.346
H -3.75535 6.83057 -0.87891 0.372
H -1.95930 5.22223 -1.45163 0.282
C -3.48581 0.59427 2.69597 -1.195
C -2.35419 1.05867 1.77677 0.097
O -1.91196 2.20199 1.96069 -0.398
O -1.99565 0.21546 0.90112 0.064
H -3.87279 1.43095 3.27564 0.303
H -3.10082 -0.16045 3.38139 0.147
H -4.28202 0.13119 2.11088 0.279
F 2.32188 2.33319 -4.46780 -0.258
C 1.83038 1.07877 -4.61052 0.596
F 0.64283 1.20666 -5.24158 -0.270
F 2.64919 0.45292 -5.47605 -0.271
C 1.70854 0.34470 -3.22919 0.456
O 2.61308 -0.45070 -2.98916 -0.671
O 0.68655 0.66717 -2.59539 -0.673
C 1.16725 0.50687 0.82052 -0.356
C 2.06118 0.51934 1.66103 0.327
C 3.09455 0.46517 2.64448 -0.656
C 3.24183 1.61598 3.49412 0.352
C 2.19415 2.57718 3.57375 -0.278
C 2.30198 3.72301 4.33144 -0.364
C 3.45602 4.01138 5.06380 -0.600
C 4.50346 3.09998 4.98829 -0.557
C 4.40788 1.94332 4.23380 -0.554
C 3.85725 -0.74483 2.71661 0.458
C 3.81077 -1.68365 1.64362 -0.582
C 4.50061 -2.87537 1.67407 -0.125
C 5.27808 -3.24785 2.77364 -0.650
C 5.31266 -2.36823 3.85178 -0.529
C 4.63130 -1.16456 3.83404 -0.528
H 1.28890 2.38344 3.01040 0.251
H 1.46289 4.41336 4.35666 0.321
H 3.53919 4.91746 5.65284 0.362
H 5.43107 3.30011 5.51857 0.315
H 5.27345 1.29879 4.16981 0.516
H 3.21547 -1.42098 0.77724 0.299
H 4.43853 -3.53341 0.81050 0.325
H 5.82010 -4.18602 2.79254 0.356
H 5.87714 -2.63086 4.74311 0.322
H 4.65208 -0.55064 4.72365 0.528
C -3.86663 -2.71775 -3.07302 -1.300
C -4.02601 -1.19132 -3.10142 2.605
C -5.27438 -0.76789 -2.31813 -1.837
C -4.08617 -0.66928 -4.54063 -1.589
C -2.86049 -0.61521 -2.41662 -0.324
N -2.00608 -0.22447 -1.76600 -0.232
H -4.73086 -3.17184 -3.56419 0.470
H -3.78774 -3.08087 -2.04799 0.162
H -2.96325 -3.02364 -3.60193 0.232
H -6.14966 -1.25182 -2.75709 0.447
H -5.41211 0.31288 -2.35661 0.394
H -5.18922 -1.06500 -1.27350 0.324
H -4.98444 -1.05895 -5.02422 0.414
H -3.21543 -0.99196 -5.11000 0.210
H -4.12071 0.41995 -4.56237 0.390
```

Values from the calculation:
Net charge = -2
Lowest unoccupied orbital energy (spin up / spin down) = 3.504 / 3.503 eV
Multiplicity = 5
Gap between HOMO and LUMO (spin up / spin down) = 2.92 / 3.07 eV
Energy above the lowest of the compared OMol25 structures with the same formula, charge and spin = 0.886 eV
Molecular weight = 1005.18 u


# 4
DFT (ωB97M-V/def2-TZVPD) results for a structure of composition C29H33IrN5O3S2.

Geometry as XYZ:
```
73
Properties=species:S:1:pos:R:3:mulliken_charge:R:1
Ir 0.06021 0.50632 0.08315 1.237
C -1.40026 -1.98596 0.07534 -0.503
N -0.05498 -1.52733 -0.37188 -0.812
C 1.11190 -2.25591 0.20102 -0.688
C 2.20392 -1.26868 0.49198 0.056
N 2.01408 0.02096 0.35546 1.060
C 3.20296 0.65479 0.70050 0.271
C 3.52663 2.00764 0.72643 -0.388
C 4.81160 2.32345 1.11455 -0.910
C 5.74354 1.32934 1.46123 -0.516
C 5.42542 -0.01332 1.43370 -1.126
C 4.12799 -0.32802 1.04560 0.512
N 3.45768 -1.54436 0.90818 -0.018
C -2.36946 -0.84645 -0.09769 0.133
N -1.97497 0.38389 -0.34870 0.495
C -3.13016 1.15065 -0.50971 0.140
C -3.30267 2.48917 -0.84960 0.094
C -4.59918 2.94155 -0.97222 -0.977
C -5.70227 2.09382 -0.77811 -0.469
C -5.54140 0.75970 -0.46484 -1.131
C -4.23208 0.31276 -0.33986 0.456
N -3.70980 -0.95486 -0.08599 -0.021
H -1.33812 -2.25261 1.12819 -0.090
H -1.72810 -2.85942 -0.49370 0.676
H -0.01990 -1.59115 -1.38735 0.557
H 1.46575 -3.01757 -0.49705 0.606
H 0.80595 -2.75798 1.11952 0.166
H 2.79398 2.75393 0.45303 0.436
H 5.11646 3.36028 1.14991 0.451
H 6.74139 1.62620 1.75409 0.402
H 6.15029 -0.77239 1.69431 0.431
H 3.86278 -2.45988 1.00469 0.238
H -2.46000 3.14601 -1.01597 0.151
H -4.77114 3.97728 -1.23053 0.465
H -6.70077 2.49466 -0.88609 0.402
H -6.38791 0.09973 -0.33238 0.415
H -4.23759 -1.79747 0.06498 0.230
O -0.90451 4.21023 0.98706 -0.676
C -0.27838 3.45520 0.26939 0.306
O 0.28721 2.37377 0.76803 -0.297
C -0.04419 3.78590 -1.17775 0.024
C -0.18724 5.14084 -1.50310 -0.687
C 0.03928 5.60996 -2.77904 -0.752
C 0.40629 4.70843 -3.77354 -0.554
C 0.53996 3.36786 -3.47787 -1.035
C 0.31968 2.88049 -2.18320 1.156
S 0.53244 1.13022 -2.06044 -0.687
H -0.48119 5.81226 -0.70797 0.457
H -0.06579 6.66306 -3.00099 0.414
H 0.58627 5.05123 -4.78429 0.398
H 0.81524 2.66878 -4.25797 0.467
C 0.24438 -2.91829 4.01562 -0.897
C 1.11267 -1.76152 4.49387 -0.293
C 0.32258 -0.46400 4.68355 -0.779
S 0.42706 0.58801 3.23951 0.707
O -0.39268 -0.15157 2.15405 -0.629
C -0.57855 2.00309 3.73887 -0.679
C -2.08719 1.80871 3.65959 0.205
C -2.75281 1.13741 4.85865 -1.426
H 0.83900 -3.81408 3.83284 0.379
H -0.28443 -2.65295 3.10110 -0.086
H -0.50915 -3.16933 4.76328 0.418
H 1.94236 -1.58520 3.79999 0.128
H 1.57506 -2.02752 5.44502 0.410
H 0.74754 0.15220 5.47933 0.558
H -0.72593 -0.64656 4.91425 0.064
H -0.27984 2.76692 3.02395 -0.006
H -0.21518 2.28261 4.73187 0.722
H -2.31651 1.27421 2.73476 -0.348
H -2.49876 2.80813 3.51044 0.543
H -2.70917 0.04797 4.81054 0.328
H -3.80772 1.40646 4.90279 0.409
H -2.29832 1.45279 5.80009 0.302
```

Values from the calculation:
Net charge = +1
Lowest unoccupied orbital energy = -2.383 eV
Multiplicity = 1
Gap between HOMO and LUMO = 7.09 eV
Energy above the lowest of the compared OMol25 structures with the same formula, charge and spin = 0.143 eV
Molecular weight = 755.97 u


Q: Number 1 is which compound?
A: C58H35N7O9SW


Q: The highest molecular weight belongs to which entry?
A: C58H35N7O9SW


Q: Look up the molecular weight of the fourth one.
A: 755.97 u


Q: Number 4 is which compound?
A: C29H33IrN5O3S2